Record 1
Molecular formula: C16H43BF3N3O5V
Method: DFT, wB97M-V/def2-TZVPD

```
72
Properties=species:S:1:pos:R:3:forces:R:3:lowdin_spin:R:1
V 0.794183 0.699778 0.347102 -0.423 0.461 -1.254 2.80
C -2.683047 0.432008 1.115652 0.422 -2.374 0.666 0.06
O -3.174967 -0.881182 1.354442 0.291 0.961 -0.481 0.06
O -1.457327 0.260998 0.433642 -1.994 1.334 1.054 0.81
C -3.792107 1.387998 0.583482 -1.847 -2.034 0.725 0.01
F -4.243807 1.093608 -0.611988 0.516 0.091 -0.972 0.00
F -4.919347 1.229998 1.386682 1.720 0.388 -0.175 0.00
F -3.381827 2.623408 0.661752 0.344 0.994 -0.146 0.00
C -3.341077 -1.328502 2.710282 -2.146 -1.291 0.200 0.00
C -3.844077 -2.772172 2.606062 0.759 -0.618 -0.326 0.00
H -3.196757 -3.228372 1.857082 -0.119 -0.498 0.046 0.00
H -3.756367 -3.329052 3.538962 0.427 0.233 0.143 0.00
H -4.881577 -2.958002 2.328322 0.022 0.747 -0.353 0.00
H -4.203947 -0.853772 3.177382 0.454 1.054 0.117 0.00
H -2.462167 -1.332572 3.354952 0.328 0.516 -0.408 0.00
H -2.496827 0.841538 2.108482 0.814 0.560 0.214 0.04
B 2.895033 1.519118 -0.306158 0.506 0.476 -0.047 0.05
H 2.002993 2.122508 -0.239568 -3.367 2.617 0.365 0.01
H 3.193633 1.678958 -1.330618 1.304 0.322 -3.695 0.01
H 3.598443 1.929548 0.401652 2.637 1.013 2.763 0.01
H 2.624023 0.481408 -0.188048 -0.501 -4.318 0.579 0.01
C -1.992037 2.378438 -3.023318 0.531 -0.802 -1.451 0.00
C -0.652227 1.884278 -2.459838 -0.072 -0.407 -1.255 0.01
C 0.576163 1.915038 -3.372188 0.039 -0.820 0.173 0.00
O 0.387623 1.055238 -4.481538 -0.810 -1.155 0.248 0.00
C 0.418573 -0.365852 -4.103868 1.030 1.236 -0.475 0.00
N -0.361777 2.586948 -1.265268 0.505 0.005 1.893 0.01
H -2.773527 1.813288 -2.515408 -0.330 0.749 0.175 0.00
H -2.122577 2.153038 -4.081738 0.208 -0.584 -0.119 0.00
H -2.071657 3.464058 -3.079898 -0.146 0.086 0.901 0.00
H -0.758967 0.862118 -2.096668 -0.314 -0.381 -0.613 0.00
H 1.467013 1.611928 -2.822068 0.024 -0.453 0.492 0.00
H 0.901563 2.909888 -3.676288 -0.712 0.218 -0.612 0.00
H 1.436283 -0.519532 -3.745048 0.139 -0.416 -0.322 0.00
H 0.188093 -0.982212 -4.972828 0.249 0.379 -0.155 0.00
H -0.220657 -0.742622 -3.305408 -0.651 0.798 -0.074 0.00
H 0.034203 3.480778 -1.518988 0.082 0.403 0.435 0.00
H -1.270677 2.721048 -0.845718 0.033 0.610 0.461 0.00
C 0.540853 -3.165662 0.517722 0.747 1.286 -0.998 0.00
C 1.482343 -2.338872 -0.484308 -0.729 -0.682 0.327 0.00
C 2.026163 -3.182502 -1.677638 -0.160 0.390 1.475 0.00
O 2.582603 -2.286902 -2.651198 0.368 -3.144 -0.624 0.00
C 3.128453 -3.146932 -3.752428 0.067 1.396 0.234 0.00
N 0.734403 -1.179882 -1.048708 0.046 -0.873 -0.115 0.01
H -0.480637 -3.226502 0.142292 0.062 -0.157 -0.421 0.00
H 0.420233 -2.562932 1.417872 0.098 -0.345 0.173 0.00
H 0.886693 -4.171852 0.754522 0.195 0.193 -0.002 0.00
H 2.281953 -1.818002 0.042392 0.456 -0.758 0.120 0.00
H 1.281773 -3.869912 -2.079458 -0.775 0.519 -0.521 0.00
H 2.677283 -3.938632 -1.238988 1.086 0.348 -0.127 0.00
H 2.461533 -3.933582 -4.105278 -0.489 0.193 0.373 0.00
H 4.069613 -3.627232 -3.484798 -0.020 0.191 0.444 0.00
H 3.325883 -2.474232 -4.587048 -0.050 0.026 0.135 0.00
H 0.017733 -1.681792 -1.553258 -1.528 0.306 0.414 0.00
H 1.270723 -1.050722 -1.894738 0.891 1.256 -0.130 0.00
C 1.220583 -0.170162 4.561522 0.974 1.086 -0.942 0.00
C 0.960103 0.376948 3.122212 -1.507 -0.819 2.664 0.01
C 1.093523 1.862368 3.059512 -0.809 1.054 0.818 0.00
O 0.408823 2.295188 1.922082 0.132 -0.535 -2.470 0.03
C -0.068007 3.620188 1.938352 -1.078 0.617 -0.199 0.00
N 1.620253 -0.357402 2.077832 0.647 -0.344 0.515 0.02
H 2.189703 0.198868 4.897262 0.212 -0.187 0.159 0.00
H 1.260833 -1.258772 4.524072 -0.352 0.054 0.368 0.00
H 0.488293 0.275468 5.234772 -0.115 -0.544 0.065 0.00
H -0.095337 0.118018 3.037822 -0.421 0.499 -0.509 0.00
H 2.083623 2.315938 3.105032 0.342 -0.427 -0.085 0.00
H 0.488093 2.307888 3.848852 0.369 -0.291 0.857 0.00
H -0.537427 3.907618 0.997542 0.348 -0.568 -0.289 0.00
H 0.663773 4.405518 2.127682 0.303 -0.384 0.390 0.00
H -0.909937 3.633128 2.630512 0.197 0.395 0.545 0.00
H 2.572793 -0.393552 2.411712 1.050 0.523 -0.943 0.00
H 1.394223 -1.324242 2.262832 -0.506 -0.374 -0.413 0.00
```
Forces are in eV/Å.

**Calculated total energy**: -2443.869962 Ha
**2S+1**: 5
**Maximum force**: 4.4 eV/A
**Expectation value of S²**: 6.01
**LUMO level (spin up / spin down)**: -2.292 / -6.966 eV
**HOMO-LUMO gap (spin up / spin down)**: 8.2 / 5.1 eV
**Charge**: +1


Record 2
Molecular formula: C2H2OS2
Method: DFT, wB97M-V/def2-TZVPD

```
7
Properties=species:S:1:pos:R:3:forces:R:3:nbo_charge:R:1
O 1.576075 -1.267322 0.009143 -0.907 -0.650 -0.375 -0.48
C 0.370722 -1.192268 -0.071041 3.261 3.388 0.680 0.38
C -0.292124 0.211846 -0.091706 -0.281 -1.356 0.055 -0.45
S -1.882620 0.032457 -0.012987 -1.184 0.804 -0.004 0.08
S 0.734276 1.589934 -0.027019 0.332 0.095 -0.058 0.17
H -0.324684 -1.958135 0.081265 -1.166 -1.648 -0.186 0.15
H -0.181648 2.583488 0.112348 -0.055 -0.634 -0.112 0.15
```
Forces are in eV/Å.

**ΔE to the lowest compared entry with this formula, charge and spin**: 72.2 kJ/mol
**Calculated total energy**: -948.977530 Ha
**Maximum force**: 4.8 eV/A
**SMILES**: O=CC(=S)S
**LUMO level**: -1.234 eV
**HOMO-LUMO gap**: 8.1 eV


Record 3
Molecular formula: C4H14N2O2
Method: DFT, wB97M-V/def2-TZVPD

```
22
Properties=species:S:1:pos:R:3:forces:R:3:nbo_charge:R:1
C 2.084620 -0.230679 -0.205293 0.293 -1.217 -0.690 0.80
N 1.990301 0.419141 -1.408863 -0.173 0.124 0.542 -0.82
N 3.305768 -0.272627 0.415102 -0.579 0.233 -0.087 -0.80
O 1.275855 -1.220966 0.035904 0.200 0.807 0.074 -0.71
H 0.257919 -0.798046 0.146065 -0.277 0.416 0.087 0.49
H 0.169141 0.629725 0.683251 1.033 0.270 0.198 0.11
H 2.470576 1.304636 -1.468710 0.030 -0.037 0.003 0.38
H 1.028004 0.475135 -1.737380 -0.049 -0.054 0.044 0.44
H 3.890395 0.545024 0.349739 -0.025 -0.078 0.073 0.39
H 3.298994 -0.748052 1.303739 0.017 0.093 -0.018 0.41
C -1.178705 -0.019390 0.064735 0.130 -0.517 -0.193 -0.09
C -1.844894 -1.392042 0.090884 0.011 0.105 -0.096 -0.64
C -2.048759 0.998742 0.784115 0.230 -0.019 -0.017 -0.63
O -0.988134 0.398879 -1.314487 -0.013 -0.007 -0.031 -0.79
H -1.835857 0.380610 -1.781416 0.033 -0.002 0.060 0.46
H 1.017776 0.979607 0.847076 -0.869 -0.048 0.011 -0.20
H -1.264128 -2.133502 -0.462049 0.011 -0.013 0.004 0.21
H -2.156884 0.737557 1.839268 -0.002 0.013 -0.014 0.21
H -1.956489 -1.745187 1.118008 -0.024 0.014 -0.011 0.21
H -2.846441 -1.356603 -0.365096 -0.030 0.008 0.031 0.18
H -1.613247 1.997770 0.719950 0.030 -0.007 0.047 0.21
H -3.055814 1.050268 0.345460 0.021 -0.085 -0.018 0.19
```
Forces are in eV/Å.

**ΔE to the lowest compared entry with this formula, charge and spin**: 362.9 kJ/mol
**Calculated total energy**: -420.666885 Ha
**Maximum force**: 1.4 eV/A
**LUMO level**: 0.758 eV
**HOMO-LUMO gap**: 7.9 eV


Record 4
Molecular formula: C9H14
Method: DFT, wB97M-V/def2-TZVPD

```
23
Properties=species:S:1:pos:R:3:forces:R:3:nbo_charge:R:1
C 1.844529 2.035794 1.101847 -0.002 0.114 -0.102 -0.63
C 0.609523 1.231823 1.424576 0.330 0.199 -0.573 -0.01
C 0.376605 0.031335 0.754127 -0.156 -0.090 0.390 -0.22
C -0.834806 -0.627193 0.888907 -0.127 0.480 -0.454 -0.20
C -1.808652 -0.102071 1.727948 -0.222 -0.539 0.613 -0.23
C -1.530369 0.995124 2.512026 0.654 0.883 0.023 -0.20
C -0.342933 1.703215 2.310939 -0.382 -0.359 0.084 -0.22
H 1.664656 3.095177 1.269280 0.105 0.054 0.386 0.22
H 2.143494 1.988175 0.054905 -0.203 -0.354 -0.102 0.22
H 2.700968 1.690827 1.672864 0.154 0.140 0.250 0.22
H 1.160769 -0.402899 0.152828 0.032 0.091 -0.330 0.21
H -1.064524 -1.452948 0.229095 0.058 -0.273 0.237 0.21
H -2.756489 -0.598273 1.868517 -0.119 -0.154 -0.193 0.21
H -2.189907 1.396842 3.272809 -0.339 -0.281 -0.227 0.21
H -0.204851 2.626937 2.855718 0.223 0.069 -0.011 0.21
C -0.124553 -0.983475 -2.957452 0.263 0.577 0.360 -0.61
C 0.146700 -2.431402 -2.606588 0.156 -0.399 0.489 -0.61
H -0.939919 -0.815310 -3.655706 0.075 -0.229 -0.275 0.21
H -0.374329 -0.392614 -2.079391 -0.200 -0.094 0.260 0.21
H 0.784929 -0.499878 -3.324118 -0.106 -0.120 -0.290 0.20
H 0.782589 -2.519187 -1.718696 -0.042 0.204 -0.011 0.20
H 0.701360 -2.950072 -3.379349 -0.079 -0.099 -0.359 0.21
H -0.744789 -3.019927 -2.375085 -0.072 0.179 -0.168 0.20
```
Forces are in eV/Å.

**ΔE to the lowest compared entry with this formula, charge and spin**: 24.3 kJ/mol
**Calculated total energy**: -351.320924 Ha
**Maximum force**: 1.1 eV/A
**SMILES**: Cc1ccccc1.CC
**LUMO level**: 1.032 eV
**HOMO-LUMO gap**: 10.1 eV


Record 5
Molecular formula: C29H22BrClINOPPtS
Method: DFT, wB97M-V/def2-TZVPD

```
59
Properties=species:S:1:pos:R:3:forces:R:3:lowdin_spin:R:1
Pt 0.340637 0.595080 0.280213 0.153 -0.087 0.511 1.17
O 2.090684 0.647586 -0.921337 -0.122 0.253 -0.207 0.18
N 2.590914 -0.516536 -1.319334 -0.039 0.354 -0.014 0.01
C 3.475678 -0.467881 -2.334466 0.250 -0.071 -0.302 0.00
C 4.075475 -1.607525 -2.793166 0.039 0.374 -0.088 0.01
C 3.753088 -2.821317 -2.192070 0.091 -0.295 -0.082 0.00
C 2.854999 -2.845571 -1.163834 -0.288 0.062 0.326 0.01
C 2.250978 -1.658339 -0.704895 -0.046 -0.571 0.098 0.02
S 1.128297 -1.599162 0.598651 -0.055 -0.008 -0.048 0.21
H 3.646762 0.524108 -2.723142 -0.015 -0.008 0.006 0.00
H 4.781228 -1.541395 -3.608554 -0.029 -0.001 0.022 0.00
H 4.202590 -3.741284 -2.542727 -0.010 0.025 0.023 0.00
H 2.571468 -3.770543 -0.678880 0.012 0.065 -0.012 0.00
Cl 0.978265 3.087017 1.033953 -0.014 -0.132 -0.102 0.13
C -0.445309 4.020942 0.570697 -0.248 -0.168 -0.122 0.12
C -0.372964 5.371416 0.722564 -0.063 0.163 0.019 0.02
C -1.472487 6.177355 0.365697 -0.069 -0.085 -0.017 0.22
C -2.630617 5.546889 -0.128659 0.107 -0.023 0.039 0.03
C -2.707204 4.184182 -0.281543 0.194 0.077 0.125 0.14
C -1.586373 3.325506 0.043785 0.107 0.247 -0.068 0.18
P -1.760456 1.598881 0.111050 -0.138 0.074 -0.006 0.26
C -2.698191 1.071356 1.601789 -0.070 -0.074 0.157 0.07
C -2.102383 0.287997 2.591674 -0.063 0.011 -0.061 0.05
C -2.744048 0.040958 3.796973 -0.018 -0.001 -0.004 0.00
C -3.995396 0.590386 4.041687 0.046 -0.011 -0.036 0.02
C -4.595840 1.383629 3.071831 -0.042 0.032 -0.091 0.00
C -3.957916 1.622890 1.862672 0.029 0.006 0.038 0.02
C -2.877273 1.166563 -1.266906 0.102 -0.104 0.082 0.02
C -2.604155 1.718259 -2.515003 0.015 0.036 -0.123 0.02
C -3.406482 1.416761 -3.604804 -0.010 -0.005 0.004 0.00
C -4.490354 0.558675 -3.455652 0.022 0.010 -0.024 0.01
C -4.764235 -0.002355 -2.216775 0.088 -0.022 0.046 0.00
C -3.953459 0.293926 -1.127266 -0.013 -0.004 -0.052 0.01
H 0.534907 5.816481 1.114319 -0.055 -0.027 -0.036 0.00
H -1.420635 7.251779 0.479645 -0.017 -0.067 -0.001 0.02
H -3.488639 6.150270 -0.402658 0.014 -0.008 -0.001 0.00
H -3.617435 3.744718 -0.672533 0.048 -0.024 -0.022 0.01
H -1.118800 -0.136894 2.421820 0.072 -0.038 -0.022 0.02
H -2.265059 -0.577735 4.546922 -0.006 0.024 -0.038 0.00
H -4.496862 0.407439 4.984138 0.013 0.009 -0.028 0.00
H -5.569464 1.822099 3.258131 0.038 -0.013 -0.012 0.00
H -4.437366 2.250822 1.120114 0.009 -0.017 0.022 0.00
H -1.765036 2.397918 -2.620624 -0.035 -0.012 0.000 0.00
H -3.189392 1.855747 -4.571506 -0.009 -0.022 0.040 0.00
H -5.118929 0.325588 -4.307086 0.024 0.009 0.027 0.00
H -5.602393 -0.679290 -2.095491 0.031 0.013 0.003 0.00
H -4.161478 -0.158766 -0.167709 -0.025 -0.002 0.043 0.00
Br -3.068515 -3.641021 -3.802292 0.110 0.034 0.022 0.00
C -4.200566 -3.761028 -2.296511 -0.091 0.028 0.090 0.00
C -5.491934 -4.221404 -2.516340 -0.089 -0.010 0.064 0.00
C -6.388901 -4.305733 -1.462789 -0.024 -0.034 -0.085 0.00
C -5.996791 -3.932050 -0.186811 0.050 0.039 0.071 0.00
C -4.704908 -3.478954 0.033914 -0.063 -0.016 -0.061 0.00
C -3.794468 -3.391391 -1.017636 -0.096 0.069 -0.033 0.00
I -1.901238 -2.651215 -0.580798 0.117 -0.061 -0.027 0.01
H -5.788425 -4.506370 -3.516799 0.002 0.006 0.022 0.00
H -7.394804 -4.664338 -1.643934 0.041 0.019 0.000 0.00
H -6.694606 -3.988611 0.639961 0.041 -0.003 -0.035 0.00
H -4.394928 -3.182073 1.028374 -0.004 -0.011 -0.040 0.00
```
Forces are in eV/Å.

**ΔE to the lowest compared entry with this formula, charge and spin**: 168.6 kJ/mol
**Calculated total energy**: -5438.908235 Ha
**2S+1**: 4
**Maximum force**: 0.6 eV/A
**Expectation value of S²**: 3.78
**LUMO level (spin up / spin down)**: -0.069 / -1.807 eV
**HOMO-LUMO gap (spin up / spin down)**: 4.0 / 6.3 eV